# 1
2 unconnected molecules or ions with the total composition C18H19F3N3O9S in a non-equilibrium geometry. Source: the Open Molecules 2025 dataset; level of theory: ωB97M-V/def2-TZVPD.

Each line ends with the Mulliken charge.
Element x y z (Å)
C  -2.56  2.85  1.84  -1.4934
C  -1.31  2.08  2.17  -0.1084
O  -0.84  1.50  0.93  -0.0185
C  0.51  1.43  0.70  0.1677
C  0.73  0.81  -0.66  1.0289
C  2.11  0.52  -1.05  0.6076
O  2.84  -0.24  -0.39  -0.7049
C  2.70  1.11  -2.34  -1.1568
C  2.41  0.29  -3.59  -0.4246
C  1.13  0.67  -4.34  -0.8947
C  -0.12  -0.02  -3.79  -0.4151
C  -0.92  0.74  -2.74  -0.9523
C  -0.17  1.51  -1.65  -0.8242
O  1.34  1.84  1.48  -0.6829
H  -3.02  3.21  2.76  0.4273
H  -2.31  3.72  1.22  0.3367
H  -3.28  2.23  1.30  0.2631
H  -0.53  2.72  2.60  0.4480
H  -1.52  1.25  2.85  0.1054
H  2.38  2.16  -2.45  0.3751
H  3.79  1.12  -2.20  0.4746
H  3.26  0.44  -4.28  0.3550
H  2.40  -0.78  -3.34  0.2959
H  1.01  1.76  -4.37  0.3372
H  1.26  0.32  -5.37  0.3376
H  -0.81  -0.16  -4.64  0.4956
H  0.12  -1.02  -3.42  0.0090
H  -1.55  1.48  -3.26  0.5187
H  -1.62  0.05  -2.26  0.1710
H  -0.96  2.00  -1.06  0.2345
H  0.40  2.34  -2.12  0.4077
O  0.96  0.43  4.15  -0.5893
S  1.50  -0.59  3.29  1.1810
O  2.74  -0.46  2.58  -0.5532
C  1.70  -2.13  4.35  0.7095
F  2.71  -1.91  5.22  -0.2118
F  0.57  -2.40  5.05  -0.2328
F  2.01  -3.19  3.57  -0.2268
C  0.21  -1.05  2.10  0.9266
C  0.53  -1.11  0.72  -1.7649
C  -0.43  -1.76  -0.07  -0.1940
N  -0.23  -2.47  -1.24  0.8967
O  0.75  -2.66  -1.94  -0.7606
O  -1.49  -3.02  -1.58  -0.2065
N  -2.43  -2.72  -0.61  -0.6779
C  -1.75  -2.01  0.34  0.8911
C  -2.10  -1.70  1.69  -1.3517
N  -3.43  -1.79  2.24  0.9687
O  -4.39  -2.18  1.54  -0.6391
O  -3.57  -1.48  3.45  -0.6591
C  -1.05  -1.36  2.58  -0.0809
H  1.57  -1.07  0.39  1.3401
H  -1.26  -1.28  3.64  0.5140

The calculation puts the gap between HOMO and LUMO at 6.00 eV. The value obtained for the total energy is -2236.28861 Ha. For the LUMO energy, the calculation gives 1.35 eV. Its largest force on an atom is 0.0545 Eh/bohr. Its total charge is -1. Its highest occupied orbital energy is -4.7 eV.

=====

# 2
C6H8F3O4PS in the gas phase in a non-equilibrium geometry. Source: the Open Molecules 2025 dataset; level of theory: ωB97M-V/def2-TZVPD.

Each line ends with the Mulliken charge.
Element x y z (Å)
C  1.28  -2.38  -0.99  -1.1753
C  0.63  -1.19  -0.97  0.4250
C  0.31  -0.50  -2.29  -1.4163
C  -0.01  -0.73  0.33  1.1728
O  0.61  -1.38  1.37  -0.4056
C  0.59  -0.77  2.62  -0.5103
O  -1.32  -1.15  0.21  -0.2660
P  -2.51  -0.42  1.05  -0.0290
S  -1.38  1.55  0.77  0.4906
O  -1.09  2.29  1.93  -0.5079
C  -0.67  2.93  -0.60  0.7145
F  -1.12  2.78  -1.86  -0.2526
F  -1.29  4.05  -0.14  -0.2310
F  0.62  3.10  -0.72  -0.1940
O  -0.01  0.64  0.41  -0.2607
H  1.84  -2.58  -1.93  0.3221
H  1.36  -2.92  -0.02  0.3081
H  -0.73  -0.52  -2.34  0.3883
H  0.56  -1.16  -3.01  0.5296
H  0.58  0.57  -2.30  0.1646
H  1.44  -0.18  2.69  0.2446
H  0.73  -1.72  3.20  0.2637
H  -0.40  -0.31  2.62  0.2249

The energy above the lowest of the compared OMol25 structures with the same formula, charge and spin is 19.9 kcal per mole. Its structure (SMILES) is C=C(C)[C@]1(OC)OP=[S@](=O)(C(F)(F)F)O1. The calculation puts the gap between HOMO and LUMO (spin up / spin down) at 6.53 / 6.77 eV. The value obtained for the total energy is -1573.34216 Ha. For the LUMO energy (spin up / spin down), the calculation gives -1.68 / -1.71 eV. Its largest force on an atom is 0.0854 Eh/bohr. Its highest occupied orbital energy (spin up / spin down) is -8.2 / -8.5 eV.

=====

# 3
C3H2ClFOS in the gas phase in a non-equilibrium geometry. Source: the Open Molecules 2025 dataset; level of theory: ωB97M-V/def2-TZVPD.

Each line ends with the Mulliken charge.
Element x y z (Å)
O  0.33  -1.59  -1.41  -0.5116
C  0.66  -0.73  -0.40  0.2991
S  2.23  -0.44  0.03  -0.2296
C  -0.44  0.08  0.07  0.2781
Cl  -0.42  0.83  1.50  -0.1490
C  -1.48  0.24  -0.78  -0.2308
F  -2.41  1.14  -0.53  -0.2098
H  -0.56  -1.92  -1.45  0.3562
H  -1.37  -0.24  -1.73  0.3975

The energy above the lowest of the compared OMol25 structures with the same formula, charge and spin is 19.5 kcal per mole. Its structure (SMILES) is OC(=S)/C(Cl)=C/F. The calculation puts the gap between HOMO and LUMO at 8.42 eV. The value obtained for the total energy is -1148.93966 Ha. For the LUMO energy, the calculation gives -0.74 eV. Its largest force on an atom is 0.0674 Eh/bohr. Its highest occupied orbital energy is -9.2 eV.